Record 1
Formula: C28H16BrCl5HfN4O2S
Source: the Open Molecules 2025 dataset
Level of theory: ωB97M-V/def2-TZVPD

## Properties
**LUMO level**: -6.724 eV
**HOMO**: -13.415 eV
**Spin multiplicity**: 1
**Total charge**: +2
**HOMO-LUMO gap**: 6.691 eV
**Electronic energy**: -6766.98393 hartree

Last column: natural (NBO) charge in e.
Cartesian coordinates (Å):
Hf 0.57 0.01 0.00  2.439
Br -3.26 6.16 -0.60  0.142
C -1.94 4.83 -0.39  -0.110
C -0.74 4.90 -1.10  -0.163
C 0.21 3.91 -0.97  -0.216
C -0.02 2.81 -0.14  0.323
O 0.93 1.87 0.00  -0.836
C -1.23 2.74 0.59  -0.159
C -1.55 1.64 1.45  0.244
N -0.88 0.53 1.49  -0.665
C -1.25 -0.55 2.32  0.170
C -2.42 -0.68 3.02  -0.183
C -2.64 -1.76 3.88  -0.176
C -1.68 -2.71 4.06  -0.132
C -0.46 -2.64 3.34  -0.090
C 0.58 -3.57 3.50  -0.037
C 1.73 -3.44 2.76  -0.263
C 1.81 -2.41 1.82  0.136
N 0.85 -1.51 1.63  -0.619
C -0.27 -1.58 2.42  0.157
C -2.17 3.78 0.46  -0.172
H -0.56 5.74 -1.76  0.256
H 1.15 3.96 -1.50  0.241
H -2.41 1.78 2.11  0.217
H -3.21 0.06 2.92  0.235
H -3.58 -1.83 4.41  0.251
H -1.83 -3.53 4.75  0.245
H 0.47 -4.37 4.22  0.251
H 2.55 -4.12 2.87  0.261
H 2.70 -2.33 1.21  0.220
H -3.10 3.73 1.02  0.245
Cl -3.36 3.70 -3.98  0.127
C -2.65 2.42 -3.11  -0.086
C -3.40 1.70 -2.17  -0.055
Cl -5.02 2.15 -1.85  0.123
C -2.83 0.65 -1.46  -0.125
Cl -3.73 -0.24 -0.31  0.085
C -1.49 0.29 -1.67  0.274
O -0.88 -0.70 -1.00  -0.827
C -0.76 1.04 -2.60  -0.138
Cl 0.92 0.64 -2.70  0.149
C -1.32 2.08 -3.33  -0.063
Cl -0.36 2.97 -4.43  0.113
N 7.29 -1.35 -2.56  -0.728
C 6.46 -1.96 -1.71  0.055
S 6.78 -3.31 -0.82  -0.021
C 5.13 -1.39 -1.41  0.030
C 3.97 -2.12 -1.72  -0.212
C 2.75 -1.66 -1.27  0.046
N 2.61 -0.53 -0.54  -0.658
C 3.72 0.19 -0.29  0.087
C 4.97 -0.19 -0.72  -0.230
H 8.20 -1.74 -2.72  0.436
H 7.03 -0.51 -3.05  0.410
H 4.03 -3.03 -2.28  0.270
H 1.85 -2.22 -1.49  0.229
H 3.58 1.10 0.28  0.236
H 5.83 0.43 -0.49  0.258

***

Record 2
Formula: C6H23N2O3
Source: the Open Molecules 2025 dataset
Level of theory: ωB97M-V/def2-TZVPD

## Properties
**LUMO level**: -2.753 eV
**HOMO**: -12.394 eV
**Spin multiplicity**: 1
**Total charge**: +1
**HOMO-LUMO gap**: 9.641 eV
**Electronic energy**: -577.36029 hartree

Last column: natural (NBO) charge in e.
Cartesian coordinates (Å):
N 0.44 -1.85 1.57  -0.692
C 1.51 -1.14 0.70  -0.206
C 1.23 0.32 0.57  -0.266
N 0.13 0.61 -0.35  -0.494
C 0.53 0.51 -1.77  -0.428
C -1.67 1.61 1.13  -0.624
C -0.52 1.88 0.08  -0.048
C -1.24 2.51 -1.21  -0.620
H 0.52 -1.69 2.57  0.425
H -0.46 -1.42 1.33  0.456
H 0.30 -2.82 1.32  0.457
H 1.47 -1.64 -0.27  0.242
H 2.38 -1.40 1.30  0.230
H 0.87 0.69 1.52  0.203
H 2.23 0.80 0.43  0.249
H 0.75 1.47 -2.22  0.210
H 1.32 -0.25 -1.87  0.205
H -0.28 0.11 -2.38  0.207
H -1.38 1.80 2.16  0.214
H -2.47 2.21 0.73  0.226
H -2.02 0.58 1.12  0.194
H 0.02 2.71 0.58  0.203
H -1.61 1.69 -1.83  0.206
H -0.61 3.15 -1.82  0.224
H -2.16 2.96 -0.82  0.218
H -4.04 -2.12 -0.14  0.485
H -4.10 -3.15 0.92  0.499
O -3.46 -2.51 0.54  -0.962
H -0.96 -1.15 -0.64  0.487
H -1.99 -2.30 -0.41  0.505
O -1.05 -2.11 -0.55  -1.012
H 4.75 1.98 -0.46  0.484
H 4.34 1.01 -1.62  0.479
O 4.45 1.09 -0.67  -0.958

***

Record 3
Formula: C11H18Cl4OSn
Source: the Open Molecules 2025 dataset
Level of theory: ωB97M-V/def2-TZVPD

## Properties
**LUMO level (spin up / spin down)**: 4.726 / 4.726 eV
**HOMO (spin up / spin down)**: -0.425 / -0.429 eV
**Spin multiplicity**: 1
**Total charge**: -2
**HOMO-LUMO gap (spin up / spin down)**: 5.151 / 5.154 eV
**Electronic energy**: -2560.20417 hartree

Last column: natural (NBO) charge in e.
Cartesian coordinates (Å):
C -0.71 1.00 -0.91  -0.142
C -0.85 -0.44 -1.15  -0.072
C 0.47 -1.03 -1.15  -0.120
C -2.07 -1.14 -1.47  -0.661
C 1.45 0.01 -0.89  -0.079
C 0.74 1.28 -0.74  -0.146
C 1.33 2.59 -0.57  -0.637
C -1.77 1.99 -0.91  -0.646
C 0.77 -2.42 -1.43  -0.642
C 2.88 -0.18 -0.91  -0.651
Sn -0.03 -0.02 1.19  1.733
Cl -3.56 -3.71 1.51  -0.994
Cl -2.29 -0.39 1.58  -0.513
Cl 0.40 -2.21 1.76  -0.503
H -2.96 -0.57 -1.18  0.236
H -2.14 -2.12 -0.96  0.278
H -2.11 -1.32 -2.55  0.185
H 0.00 -3.10 -1.04  0.256
H 1.73 -2.73 -0.98  0.213
H 0.84 -2.58 -2.51  0.186
H 3.19 -1.10 -0.40  0.221
H 3.41 0.66 -0.45  0.200
H 3.22 -0.25 -1.96  0.192
H 2.26 2.54 0.02  0.201
H 0.65 3.29 -0.08  0.231
H 1.59 3.00 -1.56  0.192
H -2.70 1.58 -0.48  0.252
H -1.98 2.30 -1.94  0.187
H -1.51 2.88 -0.33  0.221
O -0.39 1.68 2.14  -1.111
H 0.42 2.03 2.48  0.436
Cl -1.12 -1.35 4.27  -0.052
C -0.02 -0.27 3.62  -0.773
H -0.15 0.67 4.14  0.166
H 1.02 -0.59 3.83  0.158

***

Record 4
Formula: C24H21Co2O6
Source: the Open Molecules 2025 dataset
Level of theory: ωB97M-V/def2-TZVPD

## Properties
**LUMO level**: 2.399 eV
**HOMO**: -3.543 eV
**Spin multiplicity**: 1
**Total charge**: -1
**HOMO-LUMO gap**: 5.943 eV
**Electronic energy**: -4143.96542 hartree

Last column: natural (NBO) charge in e.
Cartesian coordinates (Å):
C 3.92 -3.14 -1.38  -0.605
C 3.42 -1.89 -0.68  -0.328
H 4.48 -1.27 -0.19  0.290
C 2.76 -0.89 -1.58  -0.175
C 1.49 -0.43 -1.46  0.002
C 0.86 0.51 -2.43  -0.638
C 0.56 -0.93 -0.39  -0.450
C 1.22 -1.81 0.62  -0.011
C 0.35 -2.17 1.77  -0.640
C 2.47 -2.33 0.40  -0.169
H 3.06 -3.68 -1.81  0.203
H 4.62 -2.90 -2.18  0.196
H 4.41 -3.80 -0.66  0.206
H 3.38 -0.49 -2.39  0.189
H -0.12 0.85 -2.06  0.202
H 1.49 1.39 -2.60  0.218
H 0.73 0.02 -3.40  0.209
H 0.04 -0.09 0.11  0.195
H -0.26 -1.50 -0.88  0.198
H -0.53 -1.52 1.78  0.201
H 0.01 -3.21 1.69  0.210
H 0.86 -2.07 2.73  0.226
H 2.77 -3.22 0.98  0.195
O 2.80 -2.76 4.69  -0.535
C 3.75 -2.49 4.06  0.547
Co 4.95 -2.02 2.86  -0.098
C 4.94 -3.73 2.43  0.585
O 4.78 -4.83 2.10  -0.528
C 4.00 -0.62 2.68  0.537
O 3.33 0.29 2.38  -0.545
C 6.66 -1.36 2.72  -0.572
C 5.97 -1.32 1.53  0.064
C 5.94 -1.01 0.16  -0.512
C 6.55 0.32 -0.23  -0.022
C 7.40 0.43 -1.35  -0.169
C 8.10 1.61 -1.62  -0.240
C 8.02 2.71 -0.76  -0.247
C 7.17 2.62 0.35  -0.207
C 6.40 1.47 0.57  -0.208
Co 6.11 -0.40 4.36  -0.041
C 5.45 -1.28 5.74  0.450
O 5.16 -1.71 6.78  -0.564
C 5.20 1.09 4.55  0.440
O 4.60 2.06 4.71  -0.554
C 7.70 -0.10 4.99  0.549
O 8.78 0.00 5.41  -0.555
H 7.66 -1.81 2.75  0.224
H 6.22 -1.87 -0.49  0.249
H 7.52 -0.45 -1.97  0.191
H 8.77 1.65 -2.48  0.199
H 8.67 3.58 -0.89  0.203
H 7.10 3.47 1.05  0.210
H 5.74 1.42 1.44  0.225

***

Record 5
Formula: C4H12
Source: the Open Molecules 2025 dataset
Level of theory: ωB97M-V/def2-TZVPD

## Properties
**LUMO level**: 1.124 eV
**HOMO**: -11.804 eV
**Spin multiplicity**: 1
**SMILES string**: CC.CC
**HOMO-LUMO gap**: 12.928 eV
**Electronic energy**: -159.58188 hartree

Last column: natural (NBO) charge in e.
Cartesian coordinates (Å):
C -0.76 0.42 -2.64  -0.607
C 0.65 -0.08 -2.26  -0.607
H -1.52 -0.36 -2.50  0.201
H -1.06 1.27 -2.02  0.201
H -0.86 0.74 -3.67  0.202
H 1.10 -0.61 -3.09  0.204
H 0.57 -0.74 -1.41  0.203
H 1.27 0.77 -2.00  0.203
C -0.01 -0.67 1.88  -0.608
C 0.18 0.34 2.99  -0.607
H 0.34 -1.66 2.18  0.202
H -1.06 -0.82 1.65  0.203
H 0.50 -0.42 0.95  0.203
H -0.12 1.35 2.72  0.202
H 1.21 0.41 3.36  0.202
H -0.43 0.08 3.86  0.203

***

Record 6
Formula: C14H16O
Source: the Open Molecules 2025 dataset
Level of theory: ωB97M-V/def2-TZVPD

## Properties
**LUMO level (spin up / spin down)**: -3.828 / -7.397 eV
**HOMO (spin up / spin down)**: -11.370 / -11.370 eV
**Spin multiplicity**: 2
**Total charge**: +1
**HOMO-LUMO gap (spin up / spin down)**: 7.542 / 3.974 eV
**Electronic energy**: -618.00653 hartree

Last column: Mulliken spin population.
Cartesian coordinates (Å):
C 3.43 -0.10 2.79  0.005
C 4.05 0.97 -0.74  0.107
C 4.25 0.78 0.59  0.030
C 2.73 0.87 -1.25  0.259
C 3.17 0.39 1.42  0.244
C 1.60 0.69 -0.41  0.066
C 1.84 0.39 0.89  0.064
O 2.62 0.89 -2.56  0.146
H 4.83 1.21 -1.44  -0.001
H 5.22 0.95 1.03  0.003
H 1.74 1.18 -2.84  -0.004
H 0.61 0.53 -0.84  0.011
H 2.98 0.49 3.59  0.037
H 4.49 -0.29 2.95  0.000
H 1.05 0.21 1.60  0.003
H 2.97 -1.09 2.91  0.029
C -2.29 1.45 -0.96  0.000
C -3.46 -2.14 -1.38  0.000
C -3.99 -2.40 -0.11  0.000
C -2.84 -0.92 -1.57  0.000
C -2.87 0.10 -0.62  0.000
C -4.08 -1.40 0.84  0.000
C -3.47 -0.16 0.59  0.000
H -3.51 -2.89 -2.15  0.000
H -4.32 -3.40 0.16  0.000
H -2.46 -0.71 -2.57  0.000
H -4.33 -1.65 1.86  0.000
H -1.24 1.44 -1.25  0.000
H -2.34 2.14 -0.12  0.000
H -3.51 0.60 1.37  0.000
H -2.88 1.88 -1.77  0.000